#one
# C43H33BrMoN12O5S2

C43H33BrMoN12O5S2 as an isolated structure (the ωB97M-V functional and the def2-TZVPD basis, the OMol25 dataset).

Computed properties:
- Frontier orbital gap (alpha / beta): 0.2143 / 0.1927 hartree

```
! RIJCOSX wB97M-V def2-TZVPD def2/J DEFGRID3
* xyz 0 3
H 1.3593 3.3437 -0.1880
H -3.6072 -4.8414 0.6034
H 5.6682 5.1681 2.5541
C 5.7874 4.3760 1.8284
C 2.1824 1.6304 2.7251
N -3.8087 2.7934 2.7769
H -1.8666 -6.6685 -2.8408
C -5.7261 -0.3158 2.1398
N -0.8788 0.7077 -3.0473
H -4.8889 -0.6879 -2.8408
O -3.2986 -8.0506 -1.5212
C -2.3164 -3.5701 -0.5678
Mo -0.4442 0.6853 -0.9306
H -2.7250 -3.0556 3.8247
H 3.5167 -1.4897 -2.2575
N 1.2187 0.9651 0.6564
C 1.9816 2.7305 -3.8859
C -2.2782 2.2403 1.1614
H -0.4807 -0.0336 -5.4877
N 6.5147 0.7520 1.7973
C 1.0265 2.0302 -3.1660
H -4.6190 1.9048 5.0811
O -4.1899 -7.1275 0.2047
H -6.0267 -0.9375 1.3054
C -1.9778 -5.7913 -2.2217
H 5.5454 -1.4809 -0.7926
N -4.0429 -0.6401 -3.3767
H 6.1285 2.8385 3.2896
C 0.0845 1.1126 -3.8060
C -0.8440 -3.5173 2.8982
H 3.0423 4.7227 -1.3688
C -2.9706 -4.7530 -0.2640
Br 5.4252 6.4314 -0.1036
H -0.0426 1.6390 -5.8816
C 1.5596 3.1959 -1.2386
C -4.5572 1.6155 2.9579
H -0.7393 -4.4794 3.3823
H -4.0628 -0.8504 -4.3593
H 1.0008 -3.6674 1.8095
C -5.7181 0.1580 4.4862
C 6.1141 2.3508 -0.0575
C -1.4945 -3.4940 -1.6869
C 3.5314 -0.9270 -1.3342
C 0.1970 0.7788 -5.2516
C 2.4169 0.4246 0.3105
H -6.0045 -0.0900 5.5003
C 5.7288 4.6537 0.4726
N -2.1520 1.0034 1.6014
C 4.7127 -0.2061 0.6681
H -0.6869 -4.5136 -3.3751
O -0.0914 -2.1507 -3.0547
H -4.1081 3.5845 3.3206
C -1.9534 -2.7199 3.1427
N -1.9156 0.0795 -3.6592
H 4.2130 1.1127 3.0962
H 5.8958 3.8958 -1.5265
H 2.1138 2.5225 -4.9369
C -4.9676 0.8156 1.8937
C -1.1271 -1.0374 1.6214
H 3.4707 4.2727 -3.7950
C 6.1581 2.0578 1.3010
N -1.2851 0.2164 0.9720
C -1.3305 -4.6027 -2.5106
N -3.0372 3.1692 1.7393
S -3.0091 0.5579 -1.2585
H 0.7509 -1.5306 0.6838
C 2.3994 -0.2434 -0.9397
C -0.7610 -2.2199 -2.0454
H 6.2572 1.5694 -0.7903
N -3.4819 -7.1042 -0.7819
H -2.4364 -2.7032 0.0664
H -6.6949 -1.5456 3.6144
N 0.8384 2.2540 -1.8473
C 6.0324 3.0744 2.2372
C -2.9511 -0.0357 -2.8646
C -2.7861 -5.8386 -1.0995
C 0.1277 -3.0619 2.0193
C -0.0078 -1.8363 1.3865
O 1.2763 -0.2171 -1.6114
C 3.5495 0.4580 1.1366
C 5.9093 3.6560 -0.4723
H 0.1360 1.9600 2.0805
C 1.1040 1.5516 1.8258
H -4.6897 1.0706 0.8810
H -2.9717 -0.8831 2.7090
S -1.2789 2.8094 -0.1733
C -4.9455 1.2856 4.2536
C 4.6647 -0.9204 -0.5024
C 2.5026 3.9562 -1.9063
C 2.7295 3.7057 -3.2466
C -6.1045 -0.6576 3.4328
C 3.3913 1.0873 2.3921
N 5.9204 -0.2729 1.4450
O -0.9492 -1.2882 -1.1459
H 1.2213 0.4697 -5.4676
C -2.1000 -1.4917 2.5182
H 2.0271 2.1049 3.6835
*
```

Population analysis type Mulliken, resulting atomic charges in e:
1 H 0.587
2 H 0.543
3 H 0.447
4 C -0.626
5 C -1.723
6 N -0.007
7 H 0.513
8 C -0.531
9 N 1.841
10 H 0.206
11 O -0.634
12 C -0.113
13 Mo -2.711
14 H 0.464
15 H 0.580
16 N 1.401
17 C -0.898
18 C 0.836
19 H 0.396
20 N -0.441
21 C -0.071
22 H 0.420
23 O -0.621
24 H 0.415
25 C -0.679
26 H 0.478
27 N -0.325
28 H 0.424
29 C 1.292
30 C -0.838
31 H 0.476
32 C -0.751
33 Br -0.159
34 H 0.396
35 C -0.251
36 C 0.733
37 H 0.410
38 H 0.242
39 H 0.460
40 C -0.512
41 C -0.169
42 C -0.104
43 C -0.970
44 C -2.052
45 C -0.518
46 H 0.365
47 C 0.001
48 N -1.160
49 C 0.213
50 H 0.537
51 O -0.581
52 H 0.233
53 C -0.664
54 N -1.768
55 H 0.774
56 H 0.492
57 H 0.511
58 C -0.279
59 C -0.145
60 H 0.473
61 C 0.148
62 N 2.345
63 C -0.405
64 N -1.049
65 S -0.079
66 H 0.495
67 C 0.278
68 C -0.376
69 H 0.448
70 N 1.035
71 H 0.528
72 H 0.407
73 N 0.813
74 C -0.181
75 C 0.340
76 C -0.116
77 C -1.177
78 C 0.624
79 O 0.364
80 C 0.574
81 C -0.393
82 H 0.344
83 C -0.242
84 H 0.389
85 H 0.135
86 S -0.228
87 C -0.400
88 C -0.540
89 C -0.853
90 C -0.734
91 C -0.672
92 C -0.529
93 N -0.497
94 O 1.793
95 H 0.463
96 C -0.425
97 H 0.514

#two
# C43H33BrMoN12O5S2

C43H33BrMoN12O5S2 as an isolated structure (the ωB97M-V functional and the def2-TZVPD basis, the OMol25 dataset).

Computed properties:
- Frontier orbital gap (alpha / beta): 0.2386 / 0.1972 hartree

```
! RIJCOSX wB97M-V def2-TZVPD def2/J DEFGRID3
* xyz 0 3
C -2.6188 0.6509 2.6304
C -4.1959 0.3473 -6.3587
C -1.0797 -4.1083 2.5929
H -2.9549 2.5757 -3.4619
C -0.3601 -2.9399 2.3712
C 0.7988 1.8231 2.6346
C 2.9944 -2.6757 -0.5374
C 1.8937 2.2845 3.5391
H 1.4157 -2.1237 -4.0811
C -4.3835 1.0877 -4.0769
N 1.4718 -6.1896 4.3373
C 0.8220 -5.0458 3.6642
C -1.5161 -2.1976 -4.2169
S -2.6247 2.0818 -0.1021
C 3.8678 -2.5422 0.5415
C -0.7655 -0.9315 -2.2397
H 2.8265 3.3554 -2.1216
H 2.9962 -4.0150 -3.6943
H 3.7424 3.3180 -0.6540
C 0.9509 -2.8304 2.8188
N 0.8484 1.8981 1.3414
C -4.8351 0.2984 -5.1295
C 5.5542 -9.0560 0.3785
N -5.0953 1.0334 -2.8538
C -3.2996 1.9420 -4.2659
H 5.2157 -8.6918 2.4668
C 4.3748 -6.5943 -0.0757
H -0.6836 -4.4559 -1.7607
H -3.3107 0.3758 1.8533
C -3.4066 1.1660 -1.3300
C -0.4734 1.3560 3.1491
C 1.5545 -3.8877 3.4779
H -4.5529 -0.2761 -7.1689
C 5.4182 -8.5918 -0.9246
N -1.5751 -0.0585 -1.3822
O -0.1761 -0.9150 1.1957
H -2.2652 0.8793 5.9758
S 0.3133 2.5585 -1.3154
C -1.0128 -1.8172 1.5996
H -1.8261 2.6478 -5.6369
C -3.1030 1.1814 -6.5479
H -5.6752 -0.3687 -4.9741
C -0.4871 -5.1818 3.2367
N -1.3986 1.0318 2.2174
H -1.8683 -2.2287 -5.2418
H 2.5709 -3.8323 3.8383
O 0.8928 -7.2574 4.3219
H 4.5442 -1.2188 2.0946
N 2.1197 -0.4742 -0.1023
H 2.0103 1.6067 4.3853
N 3.7791 -5.3415 -0.1854
N 1.9776 2.4419 0.7970
H -0.4863 -2.2807 -0.5692
H -6.0977 1.0318 -2.9431
C -1.2597 -1.0187 -3.6515
H 5.7742 -9.1939 -1.7496
O 2.5948 -6.0241 4.7734
C -1.3576 -3.4669 -3.4958
H -1.3970 -0.0872 -4.1870
H 4.7135 -6.9908 -2.1620
H 2.8296 2.3457 2.9928
H -2.6002 1.2157 -7.5056
C -0.7670 1.3140 4.5113
Br 6.3675 -10.7361 0.6796
C 2.9918 -0.3499 0.8947
H -2.1024 -4.1600 2.2428
O 0.5821 -0.4177 -2.1988
C 3.0702 -3.7359 -1.5512
C -2.6671 1.9794 -5.4982
H -1.7138 -4.3739 -3.9690
N -4.6915 1.4810 -1.6636
C 1.7793 -2.3806 -3.0947
H 1.4949 -1.9159 2.6303
N -2.7464 0.2018 -1.9334
N 3.5807 -4.9623 -1.4107
C -2.9666 0.5855 3.9616
C -0.3136 -2.2712 -1.6354
C 3.8620 -1.3622 1.2666
N 2.8521 3.2953 -1.1211
C 5.1068 -8.3116 1.4606
C 4.5196 -7.0823 1.2277
O -2.2149 -1.8329 1.3703
H 4.5612 -3.3318 0.7819
C 2.1181 -1.6093 -0.7854
H 2.9927 0.6113 1.4044
H -0.0119 1.5970 5.2297
C -0.7920 -3.5164 -2.2904
C 1.8088 2.7376 -0.4667
C 4.8295 -7.3645 -1.1555
Mo -0.6493 0.8652 0.1755
C 1.1428 -1.7074 -1.9240
H 1.6730 3.2811 3.9326
H 4.1552 -6.4756 2.0474
H -3.9622 0.2623 4.2303
H -1.0142 -6.1085 3.4047
C 2.6372 -3.3890 -2.8871
C -2.0221 0.9207 4.9219
*
```

Population analysis type Mulliken, resulting atomic charges in e:
1 C -0.245
2 C -0.485
3 C -0.460
4 H 0.411
5 C -0.100
6 C 0.671
7 C 1.633
8 C -1.991
9 H 0.514
10 C 0.804
11 N 1.057
12 C -0.116
13 C -0.613
14 S -0.455
15 C -0.661
16 C 1.265
17 H 0.221
18 H 0.455
19 H 0.233
20 C -0.011
21 N 1.289
22 C -0.466
23 C 0.223
24 N 0.157
25 C -0.355
26 H 0.425
27 C 0.012
28 H 0.540
29 H 0.516
30 C 0.732
31 C 0.435
32 C -0.493
33 H 0.392
34 C -0.668
35 N 1.181
36 O 2.268
37 H 0.436
38 S -0.431
39 C -0.211
40 H 0.407
41 C -0.568
42 H 0.401
43 C -0.722
44 N 0.128
45 H 0.522
46 H 0.522
47 O -0.617
48 H 0.450
49 N 0.570
50 H 0.425
51 N -0.154
52 N -1.517
53 H -1.295
54 H 0.262
55 C -1.265
56 H 0.400
57 O -0.621
58 C -0.744
59 H 0.443
60 H 0.430
61 H 0.430
62 H 0.398
63 C -0.759
64 Br -0.184
65 C -0.197
66 H 0.557
67 O -0.661
68 C -0.330
69 C -0.582
70 H 0.441
71 N -0.984
72 C -1.236
73 H 0.369
74 N -1.147
75 N -0.292
76 C -1.032
77 C 1.005
78 C -1.709
79 N -0.423
80 C -0.680
81 C -0.229
82 O -0.723
83 H 0.539
84 C -0.198
85 H 0.561
86 H 0.411
87 C -1.256
88 C 0.432
89 C -0.123
90 Mo -0.626
91 C 2.191
92 H 0.376
93 H 0.513
94 H 0.451
95 H 0.515
96 C -0.802
97 C -0.583

Stability, lowest: #two

#one
# C23H31N3O3S

One molecule with the formula C23H31N3O3S (the ωB97M-V functional and the def2-TZVPD basis, the OMol25 dataset).

Computed properties:
- Frontier orbital gap: 0.2932 hartree

```
! RIJCOSX wB97M-V def2-TZVPD def2/J DEFGRID3
* xyz 0 1
C -2.4210 3.5788 -2.2291
H 4.6081 3.3420 -1.3877
C -3.9369 0.5854 -1.6067
H -4.5356 1.4832 -1.7373
H -3.5203 0.3014 -2.5740
H 1.7635 2.4523 -4.0781
H 1.6608 -4.8656 2.1636
H 0.6874 2.9236 -1.8870
O 0.4426 -0.8804 2.3772
C 1.7345 -2.1810 -0.2228
S 0.8960 -0.9968 -1.2032
H -1.6921 -4.1825 0.7394
H 0.3770 1.2244 -2.3160
C -2.8367 0.8330 -0.6181
H -1.4190 3.9983 -2.0868
H 0.0029 1.4415 1.9168
H -1.0316 -2.8477 -0.2138
H -4.5786 -0.2245 -1.2679
O 3.2137 2.9753 -2.7883
H 3.3442 2.0690 0.4536
C -1.3601 2.3680 0.5523
C 1.9631 0.2368 -0.5231
N 2.8347 -0.2212 0.3066
H -1.6791 4.4787 0.5977
H 2.2003 -4.2420 -0.0645
H 0.2231 -4.5777 4.1220
C 3.8584 2.5777 -1.5952
H -0.0078 4.0036 0.2677
H -3.0725 4.3428 -2.6505
N 0.3639 -3.9878 0.8190
H 2.4133 3.4351 -0.2323
C -0.8992 3.7635 0.8474
H -0.5638 -2.3601 3.9058
C 2.2035 2.0646 -3.1580
C 2.8586 2.4577 -0.4399
H 0.8709 -3.8716 -1.1790
H -0.6466 3.8621 1.9002
H -2.0216 -3.3426 3.7372
N 1.7891 1.5494 -0.8139
H 3.3858 -2.0479 1.1625
H 2.6398 1.0720 -3.3514
C -1.3308 -2.4192 1.8979
C -1.0728 -3.0833 3.2649
C -2.3824 2.1323 -0.3705
C -0.1945 -4.3273 3.1463
H -2.3542 2.7338 -2.9224
C -0.7952 1.2867 1.2056
C 0.9262 -4.0526 2.1558
C -2.2696 -0.2245 0.0737
C 1.3144 -3.6160 -0.2112
O -3.0031 3.2001 -1.0019
C 1.1499 1.9456 -2.0487
H -0.7762 -5.1818 2.7965
C 2.7064 -1.5592 0.4877
C -1.2419 -0.0154 0.9890
H -2.6382 -1.2182 -0.1292
H -2.3991 -2.2130 1.7923
H 1.4365 -3.1207 2.4406
C -0.9451 -3.3758 0.7394
H 4.3554 1.6070 -1.7415
C -0.5986 -1.0891 1.7914
*
```

Population analysis type Mulliken, resulting atomic charges in e:
1 C -0.717
2 H 0.372
3 C -2.074
4 H 0.384
5 H 0.331
6 H 0.431
7 H 0.537
8 H 0.056
9 O -0.622
10 C 1.341
11 S -0.219
12 H 0.202
13 H 0.673
14 C 0.058
15 H 0.254
16 H 0.430
17 H 0.655
18 H 0.494
19 O -0.450
20 H 0.531
21 C 0.915
22 C 0.398
23 N -0.543
24 H 0.375
25 H 0.523
26 H 0.463
27 C -0.523
28 H 0.224
29 H 0.306
30 N 0.242
31 H 0.303
32 C -1.863
33 H 0.372
34 C -0.780
35 C -0.704
36 H 0.410
37 H 0.474
38 H 0.265
39 N 0.468
40 H 0.425
41 H 0.321
42 C 0.681
43 C -1.119
44 C 1.014
45 C -0.956
46 H 0.255
47 C -0.552
48 C -0.393
49 C -0.342
50 C -1.869
51 O -0.678
52 C -0.616
53 H 0.331
54 C -0.998
55 C 0.560
56 H 0.337
57 H 0.955
58 H 0.112
59 C -1.567
60 H 0.302
61 C -0.194

#two
# C23H31N3O3S

C23H31N3O3S as an isolated structure (the ωB97M-V functional and the def2-TZVPD basis, the OMol25 dataset).

Computed properties:
- Frontier orbital gap: 0.3129 hartree

```
! RIJCOSX wB97M-V def2-TZVPD def2/J DEFGRID3
* xyz 0 1
C 0.8084 3.2066 -3.0008
H -4.7439 -2.3560 -2.3191
H -0.1385 2.9842 -3.6655
H 5.7226 -2.2986 2.3065
C -2.1321 1.3504 -0.3342
C 0.1536 1.7401 -0.8997
H 3.6289 -0.2851 -1.6690
C 0.0240 0.7651 1.8021
H 4.2345 0.4873 0.6806
C -2.2126 0.2431 -1.1350
C 4.6596 -1.6668 0.6631
C 5.8649 -1.1742 -0.2606
C 5.1119 -1.5183 2.0141
H -1.4166 0.2846 -1.8858
H 6.6275 -0.4213 0.1948
H 4.1849 -2.7092 -1.5016
H 0.2554 -0.9361 0.7989
H -6.4779 -1.9669 -1.5486
C 0.8967 0.5918 -0.5018
H 5.8255 -1.1661 -1.1931
H -4.3007 -4.6274 -0.4080
C 3.8364 -0.3606 0.3423
H 1.5383 -2.0065 -0.3083
C -4.1115 -3.6836 0.2128
H 3.2477 -3.8498 -0.7874
C 3.6565 -2.9965 -0.7868
N 2.0223 0.4675 -1.1243
H -6.0818 -3.7212 -1.9895
C -1.1545 2.2692 -0.2779
C -3.0339 1.2485 0.6894
H -1.5266 3.1190 -1.0228
C -5.6889 -2.8034 -1.5023
H 2.9527 -0.6221 1.3122
O -0.4818 0.2589 2.8482
C -3.0602 -0.8285 -0.8669
C 2.4125 -1.8798 -1.1241
N 0.4911 -0.0103 0.8066
H 5.4799 -0.6037 2.4238
H -3.0730 -1.8041 -1.5375
H -3.0293 2.3761 1.4941
C 1.1485 2.1333 -2.0800
H -3.7147 -3.6838 1.2625
H -4.7295 0.4996 1.6571
N 2.1928 1.4182 -2.1725
H 6.7778 -2.2313 -0.0829
O 4.0621 -2.8467 0.3554
H -5.9402 -3.2253 0.4500
S -0.6817 3.3263 1.1628
H 4.2400 -1.8548 2.6514
H 0.8913 4.1719 -2.3145
H -3.1691 -3.4044 -0.5368
C -5.1528 -3.0049 -0.0757
H 1.5784 3.2774 -3.8064
H 0.4557 2.6051 2.8234
O -5.0812 -1.6066 0.6146
C 0.4529 2.3629 1.9127
C -4.0976 0.5373 0.8894
C -4.0880 -0.4914 0.1900
C 2.9814 -0.4923 -0.6672
H 1.4752 2.5964 1.5655
H 1.9838 -2.0886 -2.2091
*
```

Population analysis type Mulliken, resulting atomic charges in e:
1 C -1.256
2 H 0.168
3 H 0.247
4 H 0.539
5 C -0.150
6 C -1.126
7 H 0.125
8 C 0.276
9 H 0.929
10 C -0.551
11 C 1.381
12 C -1.574
13 C -1.749
14 H 0.591
15 H 0.332
16 H 0.678
17 H 0.172
18 H 0.295
19 C 0.648
20 H 0.615
21 H 0.317
22 C -1.165
23 H 0.122
24 C -0.851
25 H 0.723
26 C -1.422
27 N 1.143
28 H 0.408
29 C 0.038
30 C 0.295
31 H 0.558
32 C -1.012
33 H -0.043
34 O -0.700
35 C -0.368
36 C -0.092
37 N 0.403
38 H 0.397
39 H 0.239
40 H 0.037
41 C 0.261
42 H 0.316
43 H 0.642
44 N -1.166
45 H 0.230
46 O -0.421
47 H 0.590
48 S -0.193
49 H 0.393
50 H 0.239
51 H 0.206
52 C 0.028
53 H 0.390
54 H 0.898
55 O -0.528
56 C -0.737
57 C -0.901
58 C 0.180
59 C -0.563
60 H 0.244
61 H 0.273

Stability, lowest: #two